1.
{
  "formula": "C3H7NO3S",
  "method": "ωB97M-V with the def2-TZVPD basis set",
  "homo_ev": [-8.05, -8.93],
  "e_lumo_ha": [-0.069, -0.014],
  "e_tot_ha": -796.9845,
  "charge": 0,
  "e_above_lowest_ev": 4.919,
  "orbital_gap_ha": [0.2271, 0.3145],
  "elements": ["S", "O", "O", "O", "N", "C", "C", "C", "H", "H", "H", "H", "H", "H", "H"],
  "xyz": [[2.115378, -0.184631, 0.345887], [2.997338, -0.843461, 1.317120], [1.938395, -0.858588, -0.939216], [-1.070294, 1.249487, 0.210758], [2.940481, 1.241867, -0.170279], [-1.210668, -0.193911, -0.195507], [-0.754877, 0.297987, 1.080487], [-2.568740, -0.854311, -0.452077], [-0.439733, -0.297429, -0.996417], [2.730377, 1.286596, -1.108598], [-2.941913, -0.661309, -1.415454], [-3.395797, -0.562122, 0.334493], [2.738063, 2.078403, 0.427545], [-2.400775, -2.014111, -0.528485], [-0.677238, 0.315534, 2.089736]],
  "atomic_forces_ev_per_a": [[1.105, -0.270, 0.519], [-1.060, 0.667, -0.408], [-0.469, 0.064, 0.083], [-0.904, -0.035, 0.905], [-0.210, -0.125, 3.767], [0.129, -0.376, -0.956], [1.361, 0.165, -4.314], [-0.155, -1.231, 2.261], [-0.594, -0.716, 0.896], [-0.604, 0.872, -2.498], [-0.411, 0.803, -1.288], [1.807, -0.786, -1.451], [0.211, -1.073, -1.100], [-0.224, 2.108, 0.772], [0.017, -0.066, 2.814]]
}

---

2.
{
  "formula": "C4H7N2",
  "method": "ωB97M-V with the def2-TZVPD basis set",
  "homo_ev": [-11.57, -15.93],
  "e_lumo_ha": [-0.143, -0.325],
  "e_tot_ha": -265.5418,
  "multiplicity": 3,
  "charge": 1,
  "e_above_lowest_ev": 4.971,
  "orbital_gap_ha": [0.2824, 0.2607],
  "elements": ["N", "N", "C", "C", "C", "C", "H", "H", "H", "H", "H", "H", "H"],
  "xyz": [[2.110182, 0.114402, -0.055591], [-0.298624, -0.477753, 0.167264], [-1.486107, 0.358548, -0.438655], [-0.195394, 0.872508, 0.164951], [1.411881, -1.013484, -0.189761], [1.447456, 1.166245, -0.160266], [1.873444, 2.157400, -0.106201], [1.553923, -1.701209, 0.671519], [-2.329772, 0.534102, 0.277470], [-0.457079, -1.230224, 0.879709], [-1.768729, 0.104050, -1.473852], [-0.280705, 1.523522, 1.071395], [1.309129, -1.540986, -1.169371]],
  "atomic_forces_ev_per_a": [[4.859, -10.572, 1.249], [-0.600, -3.828, 0.677], [0.979, -0.427, 0.248], [2.756, 3.654, 0.991], [-0.284, -0.397, -0.132], [-8.454, 10.293, -2.076], [-0.249, -0.009, 0.132], [0.283, -0.161, -0.616], [0.810, -0.572, -0.770], [-0.472, 1.801, -0.115], [0.705, 0.507, 0.530], [-0.435, -0.762, -0.463], [0.102, 0.473, 0.347]]
}

---

3.
{
  "formula": "C29H28Br2F3N6O3PtSi",
  "method": "ωB97M-V with the def2-TZVPD basis set",
  "homo_ev": -10.33,
  "e_lumo_ha": -0.118,
  "e_tot_ha": -7532.5156,
  "charge": 1,
  "e_above_lowest_ev": 0.271,
  "orbital_gap_ha": 0.2616,
  "elements": ["Pt", "Br", "Br", "Si", "F", "F", "F", "O", "O", "O", "N", "N", "N", "N", "N", "N", "C", "C", "C", "C", "C", "C", "C", "C", "C", "C", "C", "C", "C", "C", "C", "C", "C", "C", "C", "C", "C", "C", "C", "C", "C", "C", "C", "C", "C", "H", "H", "H", "H", "H", "H", "H", "H", "H", "H", "H", "H", "H", "H", "H", "H", "H", "H", "H", "H", "H", "H", "H", "H", "H", "H", "H", "H"],
  "xyz": [[-0.071891, -0.119540, -0.967742], [-4.042429, -4.832909, 3.444233], [0.441453, -4.377663, 0.100730], [1.748695, 2.894427, -0.725999], [3.965118, -2.827228, 3.909220], [5.262014, -1.317105, 3.057192], [5.178448, -3.291284, 2.176766], [-0.722125, 0.707660, 2.560993], [-1.595059, 0.980090, -1.779456], [-0.930675, -1.928996, -0.846547], [-1.119322, 1.031191, 0.335022], [-3.395948, -0.839264, 0.001237], [1.387086, -0.981111, 0.145611], [-2.243784, 2.283692, 1.919258], [1.112089, 1.456322, -1.510895], [0.934935, -0.386265, -2.682735], [1.379389, 0.905599, -2.719115], [1.743618, -0.837312, -4.817266], [0.535611, -2.648314, -3.515762], [1.643061, 2.617162, 1.118947], [2.669001, -0.977002, -0.252957], [-2.926466, -1.975023, 0.574320], [-2.817094, 2.553410, -0.385338], [4.445600, -2.338850, 2.765466], [-2.948839, 2.877425, 0.925829], [-2.449054, 2.632398, 3.326368], [2.166391, 0.492037, -4.910549], [1.059356, -1.418625, 1.364875], [3.534142, 3.075604, -1.240244], [3.673549, -1.426017, 0.571891], [3.339979, -1.873973, 1.841727], [-1.224685, -3.669281, 0.660403], [0.762846, 4.391727, -1.229606], [-3.652449, -2.673454, 1.570332], [1.983763, 1.389182, -3.878359], [1.088166, -1.270604, -3.682617], [-1.870428, 1.543415, -0.654705], [-1.935805, -4.374988, 1.647450], [-5.364740, -1.005550, 1.363680], [2.021387, -1.878666, 2.243945], [-3.120067, -3.879845, 2.099976], [-1.303768, 1.276439, 1.663668], [-1.669809, -2.486017, 0.109623], [-4.899374, -2.137696, 1.962083], [-4.567721, -0.392792, 0.376827], [0.016032, -1.399902, 1.634599], [-2.692020, 1.736610, 3.891651], [0.790857, 3.134195, 1.564426], [-3.265261, 3.346132, 3.391739], [1.050032, 5.263297, -0.636349], [-5.474923, -2.644887, 2.723848], [4.068560, 2.125142, -1.166961], [-3.652633, 3.632471, 1.249809], [-0.535050, -2.645699, -3.730207], [-0.306824, 4.224348, -1.081146], [0.919760, 4.640334, -2.281119], [2.867954, -0.623292, -1.252116], [-1.540951, 3.068147, 3.737522], [2.281888, 2.423492, -3.955479], [-1.528747, -5.295160, 2.040752], [2.642647, 0.829265, -5.822185], [1.024896, -3.335819, -4.201383], [2.542405, 3.021313, 1.589180], [4.022193, 3.775884, -0.557699], [0.648089, -2.998212, -2.490316], [3.668026, 3.463762, -2.249706], [-3.405465, 3.013256, -1.161865], [-4.923756, 0.500928, -0.125689], [1.905012, -1.532766, -5.627365], [1.728224, -2.224029, 3.223979], [-6.324089, -0.583420, 1.628244], [1.571400, 1.565533, 1.400111], [4.697580, -1.423334, 0.225939]],
  "atomic_forces_ev_per_a": [[0.770, 0.867, 0.548], [-0.023, -0.017, 0.019], [-0.090, -0.166, -0.029], [0.003, 0.148, 0.041], [-0.001, -0.001, 0.001], [0.006, 0.001, 0.001], [0.005, -0.003, -0.004], [0.029, -0.014, -0.018], [0.115, 0.174, 0.056], [-0.829, -0.043, -0.214], [-0.237, -0.357, 0.111], [-0.039, 0.067, 0.023], [0.080, 0.359, 0.074], [0.006, -0.002, -0.034], [-0.262, -0.395, -0.285], [0.103, -0.191, -0.321], [0.124, -0.210, 0.062], [0.033, 0.017, 0.011], [-0.017, 0.069, 0.042], [0.027, 0.004, -0.006], [-0.010, -0.133, 0.012], [-0.061, -0.031, -0.074], [0.011, 0.013, -0.030], [-0.028, 0.003, -0.021], [-0.024, 0.001, 0.016], [-0.017, -0.001, -0.008], [-0.032, -0.020, 0.013], [0.090, -0.037, -0.106], [0.024, -0.033, 0.041], [-0.009, 0.004, -0.091], [0.018, -0.041, 0.101], [0.020, -0.053, 0.175], [-0.018, 0.002, 0.014], [-0.021, -0.095, 0.040], [0.089, 0.023, -0.010], [-0.125, -0.026, -0.086], [-0.267, -0.254, -0.025], [0.003, 0.057, -0.050], [0.038, 0.010, -0.012], [0.021, 0.042, 0.049], [0.028, 0.044, -0.028], [-0.080, 0.027, 0.051], [0.516, 0.023, -0.020], [-0.011, 0.002, 0.018], [0.023, -0.024, -0.010], [0.002, 0.071, 0.032], [-0.007, -0.002, 0.005], [-0.019, -0.002, -0.015], [0.006, 0.005, -0.003], [0.010, 0.001, -0.011], [-0.010, 0.009, -0.009], [0.013, 0.011, 0.003], [0.003, 0.000, 0.008], [-0.002, 0.010, 0.012], [-0.002, 0.010, 0.010], [-0.021, -0.008, -0.006], [0.026, 0.043, 0.022], [0.005, -0.011, 0.006], [0.038, 0.005, 0.004], [-0.022, -0.011, 0.010], [0.007, -0.002, 0.001], [-0.003, 0.002, -0.016], [-0.017, 0.007, 0.023], [0.010, 0.013, -0.025], [0.018, 0.011, -0.036], [-0.025, -0.012, -0.024], [0.005, 0.002, -0.002], [-0.012, 0.025, 0.006], [0.008, 0.021, -0.020], [-0.006, -0.006, -0.003], [-0.003, 0.004, -0.009], [0.020, -0.012, 0.002], [0.000, 0.005, 0.000]]
}

---

4.
{
  "formula": "C5H5N",
  "method": "ωB97M-V with the def2-TZVPD basis set",
  "homo_ev": -10.37,
  "e_lumo_ha": 0.025,
  "e_tot_ha": -248.1099,
  "charge": 0,
  "e_above_lowest_ev": 4.494,
  "orbital_gap_ha": 0.4058,
  "elements": ["N", "C", "C", "C", "C", "C", "H", "H", "H", "H", "H"],
  "xyz": [[0.595706, 1.157025, -0.853171], [0.761297, -3.575582, 0.190436], [1.368794, 0.316497, -1.096132], [-0.322108, 2.152197, -0.606744], [0.849711, -2.672885, 0.988496], [-1.301906, 1.984048, 0.281235], [-1.475764, 0.985308, 0.842855], [-1.974951, 2.823579, 0.368612], [0.968050, -1.787548, 1.493406], [0.644153, -4.483775, -0.335192], [-0.112981, 3.101135, -1.273800]],
  "atomic_forces_ev_per_a": [[0.351, -0.445, -0.145], [-0.022, 0.753, 1.441], [0.023, 0.075, 0.006], [0.252, 1.481, -0.942], [-0.170, -1.941, -2.091], [-0.007, -1.040, 0.019], [0.413, 2.053, -1.045], [-0.264, -0.196, 0.397], [0.179, 1.348, 1.021], [0.009, -0.172, -0.369], [-0.763, -1.917, 1.707]]
}

---

5.
{
  "formula": "C5H8P2",
  "method": "ωB97M-V with the def2-TZVPD basis set",
  "homo_ev": -8.29,
  "e_lumo_ha": 0.014,
  "e_tot_ha": -877.9047,
  "charge": 0,
  "e_above_lowest_ev": 1.567,
  "orbital_gap_ha": 0.3182,
  "elements": ["P", "P", "C", "C", "C", "C", "C", "H", "H", "H", "H", "H", "H", "H", "H"],
  "xyz": [[-1.203397, 1.348234, 0.153540], [-2.399618, -0.647543, -0.299960], [0.165707, 1.090485, -1.133140], [-0.078616, 0.507667, 1.424643], [0.498544, -0.582981, 0.587443], [-1.231185, -1.619870, 0.227423], [0.947814, -0.159991, -0.838559], [0.715230, -0.975403, -1.377496], [0.683159, 1.206888, 1.840940], [2.012972, 0.013143, -0.947591], [-0.760969, 0.366283, 2.284832], [-1.162371, -2.656152, 0.201661], [0.811980, 1.984473, -1.108459], [1.330511, -1.119599, 1.135214], [-0.329764, 1.244365, -2.150485]],
  "atomic_forces_ev_per_a": [[0.533, -0.447, -0.114], [-0.425, 1.709, -0.044], [-1.493, 1.799, -1.733], [-1.077, 1.749, -0.217], [-0.939, -2.749, 1.031], [4.282, 2.648, 0.706], [-0.124, 1.971, 2.751], [-0.785, -2.553, -2.499], [-0.260, -0.158, -0.736], [0.244, 0.024, 0.355], [0.602, -1.021, -0.410], [0.155, -1.742, 0.114], [-0.178, -0.251, 0.407], [-1.240, -0.146, -0.653], [0.706, -0.833, 1.043]]
}

---

6.
{
  "formula": "C5H10BNO",
  "method": "ωB97M-V with the def2-TZVPD basis set",
  "homo_ev": [-9.25, -8.29],
  "e_lumo_ha": [0.002, -0.045],
  "e_tot_ha": -351.2955,
  "charge": 0,
  "e_above_lowest_ev": 3.116,
  "orbital_gap_ha": [0.3421, 0.2603],
  "elements": ["O", "N", "C", "C", "C", "C", "C", "B", "H", "H", "H", "H", "H", "H", "H", "H", "H", "H"],
  "xyz": [[2.660820, 0.239810, 0.532490], [0.961659, 1.058090, -0.788235], [0.765596, -0.342009, -0.733009], [-1.669205, 0.019111, -0.041021], [-0.367089, -0.753453, 0.237751], [2.095056, -0.870090, -0.116595], [-1.550997, 1.454567, 0.192835], [2.003618, 1.378638, 0.121025], [2.340364, 2.434549, 0.475365], [0.559235, -0.749695, -1.729454], [-0.541405, -1.830784, 0.154442], [-1.186313, 1.801848, 1.143311], [-0.033485, -0.527372, 1.250146], [1.957822, -1.685807, 0.599589], [-2.388775, -0.393609, 0.678962], [-1.816083, 2.168206, -0.560549], [2.770992, -1.202117, -0.912601], [-2.025005, -0.193725, -1.048711]],
  "atomic_forces_ev_per_a": [[0.499, 0.454, 0.426], [-1.372, 0.656, -0.385], [-0.115, -0.676, 0.382], [0.007, -0.472, 0.100], [-0.144, 0.250, -0.420], [-0.056, -0.495, -0.629], [1.396, -0.155, -0.418], [0.065, -0.443, 0.270], [0.151, 0.522, 0.262], [0.012, -0.087, 0.112], [0.024, 0.058, 0.084], [-0.084, 0.178, 0.218], [0.042, -0.031, 0.153], [0.011, 0.058, -0.086], [-0.177, -0.033, -0.089], [-0.145, 0.264, -0.094], [-0.054, -0.028, 0.106], [-0.060, -0.019, 0.009]]
}

---

What is the formula in the fourth record? C5H5N

---

Repeat the second record exactly.
{
  "formula": "C4H7N2",
  "method": "ωB97M-V with the def2-TZVPD basis set",
  "homo_ev": [-11.57, -15.93],
  "e_lumo_ha": [-0.143, -0.325],
  "e_tot_ha": -265.5418,
  "multiplicity": 3,
  "charge": 1,
  "e_above_lowest_ev": 4.971,
  "orbital_gap_ha": [0.2824, 0.2607],
  "elements": ["N", "N", "C", "C", "C", "C", "H", "H", "H", "H", "H", "H", "H"],
  "xyz": [[2.110182, 0.114402, -0.055591], [-0.298624, -0.477753, 0.167264], [-1.486107, 0.358548, -0.438655], [-0.195394, 0.872508, 0.164951], [1.411881, -1.013484, -0.189761], [1.447456, 1.166245, -0.160266], [1.873444, 2.157400, -0.106201], [1.553923, -1.701209, 0.671519], [-2.329772, 0.534102, 0.277470], [-0.457079, -1.230224, 0.879709], [-1.768729, 0.104050, -1.473852], [-0.280705, 1.523522, 1.071395], [1.309129, -1.540986, -1.169371]],
  "atomic_forces_ev_per_a": [[4.859, -10.572, 1.249], [-0.600, -3.828, 0.677], [0.979, -0.427, 0.248], [2.756, 3.654, 0.991], [-0.284, -0.397, -0.132], [-8.454, 10.293, -2.076], [-0.249, -0.009, 0.132], [0.283, -0.161, -0.616], [0.810, -0.572, -0.770], [-0.472, 1.801, -0.115], [0.705, 0.507, 0.530], [-0.435, -0.762, -0.463], [0.102, 0.473, 0.347]]
}